[1]
Below is 7 unconnected molecules or ions with the total composition C5H22NO8 at a distorted geometry, with properties calculated with wB97M-V/def2-TZVPD.

The geometry in XYZ format:
```
36
Properties=species:S:1:pos:R:3:nbo_charge:R:1
O -0.92614 -1.47375 0.30627 -0.534
C -0.46294 -0.77358 -0.54300 0.477
C 0.18071 0.57027 -0.13797 -0.177
C 0.88605 1.22489 -1.32119 -0.423
C 0.67357 2.74386 -1.45181 -0.508
C 0.76498 3.41062 -0.09797 0.440
O 1.58279 3.00037 0.70640 -0.571
N 1.18151 0.26573 0.94097 -0.700
H -0.24840 -1.07629 -1.57077 0.159
H -0.68137 1.10192 0.24226 0.258
H 1.96566 1.07153 -1.27340 0.218
H 0.49419 0.75824 -2.22133 0.256
H 1.48387 3.19414 -2.02845 0.263
H -0.31273 2.90399 -1.87349 0.234
H 0.22194 4.33166 0.16695 0.152
H 1.46434 -0.72344 0.97346 0.464
H 0.77959 0.36616 1.88535 0.479
H 2.04921 0.76876 0.78865 0.459
H -0.18546 -4.12634 0.26063 0.481
H 1.31827 -4.49189 0.07378 0.477
O 0.62388 -3.89746 -0.22190 -0.957
H -2.67363 -3.01508 0.51834 0.469
H -2.89676 -2.54362 1.94099 0.467
O -3.31106 -3.06125 1.23830 -0.934
H 3.30995 -2.60747 2.24211 0.494
H 3.63248 -2.46431 0.74014 0.489
O 3.03458 -2.15751 1.43438 -0.974
H -1.72835 0.53640 -3.71998 0.488
H -1.54407 -0.98576 -3.64241 0.483
O -1.63370 -0.19613 -3.09385 -0.959
H -3.14285 -0.12556 -0.82393 0.487
H -3.45240 1.24114 -0.22345 0.478
O -2.89393 0.80420 -0.87602 -0.955
H -0.04028 2.30323 2.85555 0.511
H 0.15876 1.47864 4.36776 0.525
O 0.32777 1.64369 3.43863 -1.018
```

Properties
Electronic energy, hartree: -860.1191
Largest force on an atom, hartree/bohr: 0.0522
Net charge: +1
E_LUMO, eV: -2.9
Frontier orbital gap, eV: 10.79

[2]
Below is 3 unconnected molecules or ions with the total composition C22H42N5O6 at a distorted geometry, with properties calculated with wB97M-V/def2-TZVPD.

The geometry in XYZ format:
```
75
Properties=species:S:1:pos:R:3:mulliken_charge:R:1
N -5.95355 5.70044 2.79787 -0.298
C -4.64948 5.40091 2.49016 0.429
N -3.35089 6.15488 2.68143 -0.356
C -2.32779 5.05052 3.01995 -0.705
C -3.18359 3.61545 2.95133 0.946
O -3.83350 3.63523 4.28901 -0.375
C -4.68900 2.41517 4.45864 0.245
O -6.02228 2.47322 4.63222 -0.511
C -3.86786 0.97469 4.36353 0.343
C -2.60258 0.71431 5.38544 -0.229
C -1.72379 -0.69465 5.29232 -0.381
C -2.14994 -1.80307 4.13950 -0.362
C -3.43592 -1.51612 3.14613 -0.372
C -4.33765 -0.12811 3.20781 -0.244
N -4.18780 4.06553 1.86925 -0.423
H -6.28627 6.54781 3.32333 0.274
H -6.68576 4.99294 2.48991 0.327
H -3.45313 6.56165 3.65636 0.398
H -1.93972 5.20697 4.13274 0.370
H -1.46789 5.06038 2.20057 0.288
H -2.49957 2.71144 2.66149 -0.269
H -2.27161 1.51538 6.19207 0.298
H -0.81061 -0.83902 6.03459 0.312
H -1.54645 -2.80422 3.99944 0.327
H -3.72383 -2.30389 2.31684 0.330
H -5.24032 0.10716 2.49126 0.323
H -3.61618 4.41102 1.04062 0.314
C -0.52842 1.73540 -4.45973 -0.709
O -0.77708 0.49493 -3.81488 -0.361
C 0.40068 -0.09593 -3.25323 -0.810
C 0.32951 -0.07986 -1.71764 0.191
N 0.46583 1.28287 -1.19356 -0.363
C 0.15939 1.39527 0.23680 -1.016
C -1.28595 1.08604 0.67516 -0.142
O -2.25017 2.02902 0.19957 -0.312
C -2.74446 1.75967 -1.10471 -0.777
H -1.44018 2.03650 -4.98362 0.239
H -0.28401 2.51008 -3.72725 0.296
H 0.27738 1.64246 -5.19293 0.343
H 1.31834 0.38141 -3.61884 0.444
H 0.41751 -1.13893 -3.58725 0.314
H 1.13448 -0.70380 -1.31350 0.254
H -0.62871 -0.52047 -1.42514 0.076
H -0.16471 1.89916 -1.70302 0.105
H 0.38265 2.43010 0.52180 0.379
H 0.85164 0.75953 0.80138 0.450
H -1.31388 1.16228 1.76865 0.211
H -1.59071 0.06050 0.44077 0.259
H -2.78081 0.68946 -1.32726 0.345
H -2.14360 2.28625 -1.84850 0.236
H -3.76170 2.15900 -1.17086 0.349
C 4.96734 -5.01462 -4.84982 -0.705
O 5.09135 -5.57590 -3.55135 -0.338
C 6.29983 -5.19414 -2.88389 -0.797
C 5.98788 -4.27156 -1.69441 -0.185
N 5.53283 -2.95378 -2.14902 -0.321
C 4.98629 -2.11826 -1.07400 -0.756
C 3.70439 -2.61526 -0.37649 -0.527
O 2.54968 -2.61878 -1.22014 -0.286
C 2.39908 -3.79106 -2.00825 -0.732
H 4.10289 -5.47307 -5.33866 0.234
H 4.79367 -3.93635 -4.79024 0.291
H 5.85563 -5.22040 -5.45326 0.342
H 7.02473 -4.73696 -3.56883 0.397
H 6.74878 -6.11559 -2.49778 0.396
H 6.89109 -4.15096 -1.08592 0.381
H 5.22381 -4.76338 -1.08434 0.169
H 4.80896 -3.07763 -2.85445 0.063
H 4.76832 -1.14102 -1.52058 0.377
H 5.76525 -1.95072 -0.32081 0.406
H 3.47945 -1.90466 0.42772 0.332
H 3.83626 -3.58615 0.11292 0.397
H 2.79169 -4.68350 -1.51268 0.357
H 2.87461 -3.65148 -2.98085 0.206
H 1.33017 -3.94175 -2.19085 0.304
```

Properties
Electronic energy, hartree: -1587.9284
Largest force on an atom, hartree/bohr: 0.1811
Net charge: +1
E_LUMO, eV: -4.2
Frontier orbital gap, eV: 5.92

[3]
Below is 2 unconnected molecules or ions with the total composition H2I2Si at a distorted geometry, with properties calculated with wB97M-V/def2-TZVPD.

The geometry in XYZ format:
```
5
Properties=species:S:1:pos:R:3:nbo_charge:R:1
Si 0.06030 0.66848 0.20648 0.476
I 4.68325 0.33517 -0.00070 -0.002
I -0.56138 2.96476 -0.01031 -0.164
H -0.56580 -0.62938 0.36851 -0.141
H 1.16726 0.72426 -0.84242 -0.169
```

Properties
2S+1: 3
Electronic energy, hartree: -885.9930
Largest force on an atom, hartree/bohr: 0.0474
E_LUMO (spin up / spin down), eV: 0.0 / -3.3
Frontier orbital gap (spin up / spin down), eV: 7.56 / 6.64

[4]
Below is 6 unconnected molecules or ions with the total composition H12O6 at a distorted geometry, with properties calculated with wB97M-V/def2-TZVPD.

The geometry in XYZ format:
```
18
Properties=species:S:1:pos:R:3:nbo_charge:R:1
O 0.73035 0.65116 -0.54826 -0.977
H 1.31644 1.23765 -0.09632 0.495
H -0.11801 1.03906 -0.75635 0.502
O 1.33708 -0.77370 1.49061 -0.994
H 0.83385 -0.65404 0.67868 0.509
H 2.13739 -1.21010 1.25136 0.474
O 1.20921 2.07184 1.92520 -0.993
H 1.28860 1.13023 2.13810 0.515
H 1.36004 2.60266 2.71240 0.487
O -1.32566 -2.35278 0.13708 -0.940
H -1.20901 -2.24699 1.09715 0.474
H -1.74973 -3.20839 0.12531 0.466
O -1.26346 2.57567 0.65210 -0.989
H -0.46876 2.44068 1.19824 0.501
H -1.89941 1.82922 0.71316 0.471
O -0.71678 -2.00901 -3.86548 -0.945
H 0.20863 -2.23936 -3.69671 0.471
H -1.20570 -2.18712 -3.04802 0.474
```

Properties
SMILES: O.O.O.O.O.O
Electronic energy, hartree: -458.6303
Largest force on an atom, hartree/bohr: 0.0391
E_LUMO, eV: 0.4
Frontier orbital gap, eV: 11.42

[5]
Below is a molecular structure, C46H83F12N14O4P2 at a distorted geometry, with properties calculated with wB97M-V/def2-TZVPD.

The geometry in XYZ format:
```
161
Properties=species:S:1:pos:R:3:mulliken_charge:R:1
C 2.63007 -3.14809 -3.12591 -1.191
C 1.24651 -3.22352 -2.50347 0.794
N 0.92577 -4.39095 -1.64126 0.494
C -0.10118 -5.32645 -1.74567 -0.414
C 0.15936 -6.23855 -0.75086 -0.906
N 1.30970 -5.86962 -0.09193 0.117
C 1.64007 -4.66491 -0.57717 -0.160
C 1.92013 -6.57566 1.03645 -0.832
H 2.71947 -2.18770 -3.63604 0.126
H 2.86030 -3.77502 -3.99242 0.389
H 3.46971 -3.33919 -2.45793 0.334
H 0.43693 -3.05579 -3.20496 0.038
H 1.09632 -2.42956 -1.76991 -0.648
H -0.85796 -5.23288 -2.50597 0.666
H -0.32011 -7.14410 -0.41396 0.549
H 2.49588 -4.09937 -0.24765 0.412
H 2.29691 -7.50405 0.61796 0.349
H 1.15474 -6.67442 1.80511 0.345
H 2.64198 -5.88185 1.46159 0.292
C -5.09412 4.53921 -1.83491 -1.233
C -3.67892 4.19259 -2.33559 -0.449
N -3.46011 2.73719 -2.24568 0.486
C -2.39268 2.08196 -1.72510 -0.300
C -2.50904 0.75265 -1.86935 0.412
N -3.68837 0.54510 -2.55629 0.425
C -4.16990 1.76136 -2.91254 -0.807
C -4.24609 -0.71229 -3.05659 -1.037
H -5.38569 4.02056 -0.92249 0.183
H -5.86786 4.45885 -2.59787 0.400
H -5.14265 5.60176 -1.58751 0.433
H -2.85793 4.64164 -1.78077 0.286
H -3.62571 4.48451 -3.38300 0.485
H -1.70534 2.69289 -1.15327 -0.069
H -2.04114 -0.00856 -1.26292 -0.334
H -5.04134 1.95306 -3.51659 0.558
H -5.32136 -0.78172 -2.90437 0.410
H -3.83829 -1.55363 -2.50000 0.154
H -3.93325 -0.82486 -4.09308 0.373
C 1.40602 2.63956 -7.44807 -1.568
C 0.69115 1.77455 -6.38388 -0.054
N 0.98737 2.29648 -5.02558 0.577
C 1.08815 1.39463 -4.02534 -0.307
C 1.50094 2.06793 -2.89119 0.034
N 1.69236 3.36501 -3.29147 0.285
C 1.38790 3.51060 -4.60546 -0.500
C 2.01870 4.42323 -2.32582 -0.605
H 2.46554 2.39681 -7.53604 0.352
H 1.34669 3.71847 -7.32273 0.389
H 0.97373 2.38350 -8.41522 0.430
H 0.87485 0.70522 -6.42802 0.442
H -0.38648 1.89462 -6.50709 0.095
H 0.78390 0.35941 -4.04633 -0.054
H 1.80924 1.77572 -1.90233 0.025
H 1.48572 4.34907 -5.27044 0.420
H 1.43709 5.33196 -2.46258 0.464
H 3.06148 4.69312 -2.50281 0.444
H 1.97836 4.15539 -1.27744 -0.333
C 1.23813 -0.45177 4.51191 -0.382
C 0.63649 0.93813 4.27061 0.333
N 1.52096 1.96034 3.73747 0.519
C 2.27552 2.85453 4.48959 -0.743
C 3.05915 3.51959 3.56588 -0.399
N 2.65798 3.20927 2.30787 0.416
C 1.75847 2.21736 2.46413 -0.541
C 3.18584 3.70253 1.03538 -0.602
H 0.43488 -1.03614 4.96281 0.250
H 2.00671 -0.31206 5.27215 0.425
H 1.54587 -0.92264 3.58078 -0.197
H 0.19936 1.36557 5.17398 0.706
H -0.24083 0.86678 3.62412 -1.152
H 2.46555 2.85243 5.54946 0.439
H 3.87304 4.18807 3.79773 0.587
H 1.32636 1.65426 1.65118 0.629
H 3.40440 2.92299 0.30189 0.087
H 4.14749 4.17333 1.24230 0.459
H 2.51011 4.47661 0.67868 0.230
C 7.09816 2.01169 0.98032 -0.859
C 6.69934 1.48900 2.36543 -0.245
N 5.64275 0.46604 2.31825 0.264
C 4.62922 0.42624 1.41595 1.041
C 3.86096 -0.64399 1.77122 -0.184
N 4.38413 -1.19544 2.91392 0.314
C 5.45462 -0.43514 3.29966 -0.447
C 3.97610 -2.42925 3.57915 -0.864
H 7.33020 3.07219 1.09503 0.383
H 6.30705 2.12606 0.23294 0.125
H 7.90978 1.46430 0.51041 0.320
H 6.39882 2.33264 2.98428 0.279
H 7.55805 0.96785 2.78634 0.313
H 4.55673 1.10373 0.57544 -1.270
H 2.93267 -1.00569 1.34786 0.353
H 6.18510 -0.77234 4.01701 0.437
H 4.65131 -3.22952 3.26799 0.395
H 3.03092 -2.87920 3.27612 0.196
H 3.99209 -2.31642 4.65973 0.419
C -3.88454 -4.42637 -0.57630 -1.785
C -2.69290 -3.77817 0.21812 1.062
N -3.03286 -3.51823 1.61337 0.419
C -4.24292 -3.26552 2.17631 -0.300
C -4.20912 -3.29916 3.54408 -0.944
N -2.85569 -3.33155 3.80322 0.456
C -2.16662 -3.56324 2.65524 -0.464
C -2.34715 -3.53011 5.13302 -0.795
H -4.71671 -3.72205 -0.61889 0.496
H -4.33640 -5.33178 -0.17308 0.416
H -3.49395 -4.61005 -1.57507 0.390
H -2.43034 -2.80956 -0.20619 -0.356
H -1.87736 -4.49595 0.20048 -0.132
H -5.14200 -3.25304 1.58020 0.607
H -4.95129 -3.32874 4.32278 0.542
H -1.11842 -3.80797 2.60899 0.481
H -2.35648 -4.60870 5.28337 0.354
H -2.88317 -3.02693 5.93710 0.281
H -1.39141 -3.01468 5.24309 0.217
C -5.80290 0.84482 0.67307 -1.580
C -4.54960 1.48559 1.23477 1.507
N -4.10609 0.90507 2.48207 0.379
C -2.77750 0.72249 2.90266 0.557
C -2.85048 0.40255 4.21422 -0.762
N -4.14535 0.09893 4.54401 0.297
C -4.89041 0.38220 3.44886 -0.418
C -4.55765 -0.28004 5.86448 -0.880
H -6.54613 1.10813 1.43060 0.648
H -5.79423 -0.23970 0.57156 0.226
H -6.14032 1.30320 -0.25351 0.368
H -4.75635 2.53577 1.46063 0.206
H -3.72416 1.58409 0.52820 -1.086
H -1.90515 0.85082 2.27811 -0.572
H -2.03533 0.22332 4.89626 0.629
H -5.96794 0.37055 3.45477 0.471
H -3.95903 0.31339 6.55356 0.394
H -4.38445 -1.33884 6.05779 0.224
H -5.61396 -0.09737 6.05082 0.374
C 4.41416 -0.33890 -2.01464 0.103
C 5.03961 0.94417 -1.47982 -0.058
O 4.28488 1.92316 -1.20382 -0.668
O 6.28374 1.02099 -1.55386 -0.746
H 5.19822 -0.83420 -2.58735 0.629
H 3.71457 -0.09675 -2.82565 -0.033
H 3.78200 -0.98068 -1.39779 -0.288
C 0.88011 0.04672 -0.47640 2.259
C 0.22523 -1.01570 0.38854 -0.429
O -0.98976 -0.89723 0.71953 -0.313
O 0.94438 -2.02030 0.64733 -0.550
H 0.39656 1.01350 -0.59472 0.128
H 1.11961 -0.41746 -1.43493 -0.227
H 1.87617 0.21328 -0.05372 -0.897
P -1.04402 3.70858 0.01886 1.442
F -1.50272 4.10382 -1.44430 -0.673
F -2.28129 2.61199 0.00912 -0.126
F -0.09990 2.55499 -0.59371 -0.248
F -0.77881 3.09049 1.54154 -0.310
F 0.23264 4.72432 0.19078 -0.412
F -1.94128 4.81877 0.72190 -0.413
P -0.87047 -0.95119 -4.86461 1.167
F 0.50412 -0.76531 -3.96680 -0.361
F -1.69253 -1.71172 -3.70564 -0.241
F -1.20117 0.55692 -4.28419 -0.360
F -2.23424 -1.03188 -5.77568 -0.466
F -0.15083 -0.14079 -6.03746 -0.146
F -0.40361 -2.37055 -5.47051 -0.391
```

Properties
Electronic energy, hartree: -4750.4198
Largest force on an atom, hartree/bohr: 0.2010
Net charge: +3
E_LUMO, eV: -6.5
Frontier orbital gap, eV: 6.45